Molecular formula: C35H23Cl3F4N10O4SV
Method: DFT, ωB97M-V with the def2-TZVPD basis set

Structure (XYZ):
```
81
Properties=species:S:1:pos:R:3
N -0.516 3.869 -1.944
N -1.684 0.192 -0.113
C 1.810 -0.433 0.824
H 0.801 6.691 -0.642
C 2.060 -3.925 -0.510
H -2.375 -1.731 -4.196
Cl -6.252 0.508 -4.516
N -0.215 1.822 -2.294
H 2.339 4.104 -1.181
C -4.971 0.586 -3.354
C 0.827 5.598 -0.706
C 4.049 -2.646 -0.193
N -0.107 -1.539 -0.557
H -1.519 -0.516 6.950
F 4.771 -1.562 -0.473
C -1.773 1.497 3.470
C -0.061 -1.185 -1.966
H -1.257 1.450 5.538
H -3.411 -1.940 4.082
N -1.520 1.981 -2.087
H 0.246 5.578 -2.782
C -4.820 -0.724 -2.506
C -1.400 -1.735 -3.724
C 5.471 -5.541 2.673
N 0.379 2.932 -2.208
N 6.415 -5.451 3.319
C 0.932 -2.525 -3.707
C -3.004 -0.420 2.643
C 2.325 -1.620 -1.648
O -3.740 -0.650 -1.812
C 1.115 -1.873 -2.539
C 4.271 -5.696 1.958
F 5.758 -3.420 1.198
N 3.339 1.738 -1.296
C -2.304 -0.330 4.957
H 0.251 -0.163 2.291
H 3.164 -1.319 -2.288
H -1.114 5.804 -1.652
C -0.385 -2.499 -4.256
C 0.403 5.028 0.641
F 1.805 -5.959 0.603
C -2.947 -0.985 3.902
H 2.564 5.663 -1.986
H 1.043 5.437 1.417
C 0.523 -0.229 -1.026
C 2.247 5.181 -1.066
S -2.338 1.435 0.803
H 1.713 -3.064 -4.221
N -1.257 -0.948 -2.642
H -1.320 2.455 3.270
O -3.578 1.607 0.095
H -2.653 3.754 -1.683
C 2.788 -2.769 -0.791
C -0.184 5.263 -1.826
C -2.410 0.816 2.448
H -0.586 -3.092 -5.135
O -5.612 -1.609 -2.552
H -0.627 5.281 0.876
Cl -3.355 0.814 -4.124
H -3.245 -0.841 6.772
Cl -5.120 1.915 -2.203
H 2.677 -0.472 1.462
N 2.982 -7.748 2.758
C 4.559 -3.597 0.672
C -0.415 -0.295 0.118
H 0.494 3.945 0.661
C 1.964 -0.377 -0.702
C 3.541 -6.827 2.361
C 0.556 -0.251 1.265
H -3.495 -0.913 1.817
C 2.756 0.793 -1.039
V -2.358 0.268 -1.762
O -1.376 2.498 0.667
C -1.733 0.922 4.728
H -2.077 -2.033 6.234
C 3.802 -4.750 1.011
C 2.548 -4.891 0.362
C -2.269 -0.964 6.304
C -1.712 3.274 -1.870
F 0.878 -4.133 -1.087
H 2.926 5.494 -0.279
```

Molecular weight: 913.00 u
Net charge: +2
Gap between HOMO and LUMO (spin up / spin down): 3.744 / 5.129 eV
Calculated total energy: -5317.4245 Eh
<S²>: 0.79
2S+1: 2
Highest occupied orbital energy (spin up / spin down): -0.478 / -0.529 Ha

Mulliken atomic charge list, values in e, 8 entries: number 1, N, carries 0.717; number 2, N, carries 0.248; number 3, C, carries -1.249; number 4, H, carries 0.403; number 5, C, carries 0.845; number 6, H, carries 0.488; number 7, Cl, carries -0.031; number 8, N, carries 0.191